The following is a quantum chemistry calculation of a molecular structure, C3H8N2 in a non-equilibrium geometry, from the Open Molecules 2025 dataset.

Values from the calculation:
Total energy: -6217.69798 eV
Spin multiplicity: 1
LUMO: 0.0259 Eh
Net charge: 0

CARTESIAN COORDINATES (ANGSTROEM)
C 1.04056 -0.15934 1.23811
C 0.38586 -0.26575 -1.21844
C -1.19581 0.53230 0.46028
H 1.59104 -1.30101 0.84384
H 0.22981 -0.25738 2.34163
H 1.83918 0.82431 1.35648
H -0.27205 -1.20276 -1.39700
H 1.51177 -0.40667 -1.33355
H 0.04084 0.40622 -2.07664
H -1.48695 0.77478 1.45225
H -1.70137 0.19378 -1.36791
N 0.15419 0.32480 0.15433
N -2.13707 0.53672 -0.45339

Cartesian forces, eV/Å:
C 0.2 0.4 1.0
C 0.0 0.2 -0.2
C -0.9 -0.1 -3.8
H -1.6 3.7 1.7
H 3.1 0.1 -3.4
H -1.7 -3.5 0.3
H 1.5 1.0 0.6
H -1.7 -0.2 0.1
H 0.7 -0.4 1.4
H 0.2 0.2 0.9
H -1.1 0.9 1.5
N -0.7 -1.4 -0.6
N 2.0 -0.9 0.4